No. 1
Below is C5H12N2O in the gas phase at a distorted geometry, with properties calculated with ωB97M-V/def2-TZVPD.

```
20
Properties=species:S:1:pos:R:3:forces:R:3
O -2.09590 -0.85943 -0.90269 0.2 -0.5 0.5
N -0.94093 1.59349 -0.25913 0.1 0.2 0.5
N 0.60015 0.63710 2.03011 0.0 -0.1 0.1
C -0.95023 -0.51160 -1.67316 -0.5 0.3 0.5
C 1.11145 0.24641 -0.33176 0.0 1.0 1.1
C 0.89348 -0.30638 1.06196 0.1 -0.1 0.2
C 1.03346 -1.60421 1.36783 -0.2 0.1 -0.6
C -0.15654 0.68030 -1.06255 0.0 -0.2 -1.0
H 1.68979 1.16209 -0.15018 0.0 0.0 -0.2
H 1.76540 -0.39252 -0.90284 -0.2 -0.5 -0.3
H -1.56007 2.17197 -0.80565 -0.1 -0.1 -0.1
H -1.49115 1.10604 0.43781 -0.1 0.0 -0.1
H -0.30670 -1.37902 -1.84031 0.1 0.0 0.0
H 0.14887 1.27294 -1.93153 0.3 -0.1 0.1
H -1.81683 -1.37057 -0.12318 0.0 0.2 -0.4
H 0.92567 -1.97574 2.37936 0.0 -0.1 -0.1
H -1.36936 -0.20292 -2.62486 0.0 0.0 -0.2
H 1.20463 -2.28385 0.54081 0.2 -0.2 0.3
H 0.80177 0.40514 2.98538 -0.1 0.0 0.0
H 0.51302 1.61076 1.80456 0.1 0.0 -0.2
```
Positions in Å, forces in eV/Å.

Output
spin multiplicity	1
ΔE to the lowest compared entry with this formula, charge and spin	1.794	eV
structure (SMILES)	C=C(N)C[C@H](N)CO
orbital gap	9.0	eV
total charge	0
LUMO level	0.034	hartree
total energy	-10406.6297	eV

The molecule's Mulliken atomic charges, reported in e, are given here:
1. O -0.58
2. N -0.61
3. N -0.46
4. C -0.68
5. C -1.09
6. C 0.79
7. C -1.21
8. C 0.14
9. H 0.36
10. H 0.44
11. H 0.24
12. H 0.25
13. H 0.28
14. H 0.44
15. H 0.33
16. H 0.30
17. H 0.37
18. H 0.27
19. H 0.20
20. H 0.22


No. 2
Below is 2 unconnected molecules or ions with the total composition C5H12N2O at a distorted geometry, with properties calculated with ωB97M-V/def2-TZVPD.

```
20
Properties=species:S:1:pos:R:3:forces:R:3
O -1.30398 1.50937 0.78798 1.2 -2.0 1.9
N -1.73490 -0.58923 1.54578 0.0 0.0 0.0
N 0.40733 -1.55186 0.17245 0.1 -0.1 0.2
C 2.83893 0.31391 0.15345 -0.1 0.0 0.0
C 1.43284 0.65011 0.52652 -0.3 -0.2 0.1
C -1.77857 0.49772 -1.75564 -0.2 2.1 1.9
C -0.92370 0.31952 0.98028 -0.8 2.2 0.2
C 0.39039 -0.19065 0.52049 0.4 0.5 -0.3
H -2.60759 -0.27058 1.93441 0.0 -0.1 -0.1
H 1.30478 -1.86018 -0.17469 -0.1 0.0 0.0
H 3.30841 1.16354 -0.34216 0.0 0.0 0.0
H -2.33116 1.08685 -2.48797 0.1 -0.1 -0.2
H -1.41888 -1.53671 1.67355 0.0 0.1 0.1
H -1.69075 1.22185 -0.68329 -0.4 -2.3 -4.1
H 3.43778 0.08549 1.03847 0.0 0.0 0.0
H 2.89601 -0.54464 -0.51692 0.1 0.0 0.0
H -2.33432 -0.42589 -1.60200 -0.1 -0.1 0.2
H -0.33131 -1.78875 -0.47935 0.1 0.0 0.0
H 1.23773 1.65468 0.87468 -0.1 0.0 0.0
H -0.79904 0.25544 -2.16604 0.1 0.1 0.1
```
Positions in Å, forces in eV/Å.

Output
spin multiplicity	1
ΔE to the lowest compared entry with this formula, charge and spin	1.983	eV
structure (SMILES)	C/C=C(\N)C(N)=O.C
orbital gap	9.6	eV
total charge	0
LUMO level	0.030	hartree
total energy	-10406.4410	eV

The molecule's Mulliken atomic charges, reported in e, are given here:
1. O -0.70
2. N -0.35
3. N -0.58
4. C -1.34
5. C -0.03
6. C -1.02
7. C 0.11
8. C 0.46
9. H 0.25
10. H 0.23
11. H 0.34
12. H 0.34
13. H 0.23
14. H 0.31
15. H 0.29
16. H 0.39
17. H 0.23
18. H 0.26
19. H 0.40
20. H 0.20


No. 3
Below is C5H12N2O2 in the gas phase at a distorted geometry, with properties calculated with ωB97M-V/def2-TZVPD.

```
21
Properties=species:S:1:pos:R:3:forces:R:3
O -1.17784 -0.18585 1.22677 0.4 1.3 -0.1
O -1.40824 0.47918 -0.99895 0.5 0.2 0.2
N 1.19264 1.19600 -1.15781 0.3 -0.4 0.0
N 0.90181 0.29073 -0.11021 -1.8 -0.1 -0.7
C -2.12302 1.64332 -0.58072 0.0 -0.1 0.0
C -0.19427 -1.44796 -0.38541 0.7 0.6 -0.2
C 0.36308 -2.47182 0.52267 0.3 0.2 -0.1
C 1.57253 0.62945 1.13246 0.3 -0.5 0.3
C -0.67989 -0.13208 0.06080 -1.1 -1.4 1.1
H -0.54405 -1.78517 -1.36321 0.8 0.2 -0.3
H 1.20323 -2.97703 0.03109 -0.1 0.0 0.1
H -0.38901 -3.24216 0.72373 -0.1 0.1 -0.1
H -1.43408 2.42987 -0.25539 0.0 0.0 0.0
H 0.35795 1.28498 -1.73334 0.0 -0.1 0.1
H -2.67629 1.98590 -1.45329 0.0 0.0 0.0
H -2.80698 1.40167 0.23325 0.1 0.0 0.0
H 1.61239 1.71555 1.26654 -0.1 -0.2 -0.2
H 0.68405 -2.04923 1.47083 -0.1 0.0 0.0
H 2.58926 0.22999 1.12520 0.1 0.1 0.1
H 1.02005 0.20455 1.97267 -0.1 0.0 -0.2
H 1.93668 0.80011 -1.72768 -0.1 0.1 0.0
```
Positions in Å, forces in eV/Å.

Output
spin multiplicity	1
ΔE to the lowest compared entry with this formula, charge and spin	5.535	eV
orbital gap (spin up / spin down)	8.0 / 8.0	eV
total charge	0
LUMO level (spin up / spin down)	-0.013 / -0.013	hartree
total energy	-12450.4474	eV

The molecule's Mulliken atomic charges, reported in e, are given here:
1. O -0.77
2. O -0.48
3. N -0.79
4. N 0.42
5. C -0.71
6. C 0.12
7. C -1.21
8. C -0.99
9. C 0.69
10. H 0.41
11. H 0.35
12. H 0.35
13. H 0.28
14. H 0.28
15. H 0.27
16. H 0.30
17. H 0.30
18. H 0.29
19. H 0.28
20. H 0.37
21. H 0.24


No. 4
Below is C5H12N2O2 in the gas phase at a distorted geometry, with properties calculated with ωB97M-V/def2-TZVPD.

```
21
Properties=species:S:1:pos:R:3:forces:R:3
O 0.78671 -1.91995 1.79270 0.2 -0.1 -0.1
O -1.22504 -1.38578 2.54650 0.1 0.4 -1.0
N -0.49808 -0.45143 0.47651 0.0 -1.6 4.2
N 0.15013 -1.42715 -1.52757 0.6 -0.5 -0.8
C 0.52447 -0.45913 -0.52695 -0.1 1.3 -1.4
C -1.76952 0.22093 0.27154 0.1 0.1 0.3
C 1.19915 2.03728 -0.20653 -0.1 0.2 0.1
C -0.38866 -1.27315 1.66517 -0.8 1.6 -1.1
C 0.72717 0.98018 -1.19020 0.2 -1.2 0.3
H -2.56539 -0.28795 0.82338 0.3 0.1 -0.1
H 1.61800 2.89335 -0.74657 -0.1 -0.1 0.1
H 1.49027 -0.74538 -0.10115 -0.3 0.0 0.1
H -1.68624 1.24277 0.64848 -0.3 0.1 -0.2
H -2.04231 0.23938 -0.78654 0.1 0.0 0.1
H -0.17394 1.32810 -1.70581 0.0 -0.2 0.1
H 1.97137 1.64915 0.46369 -0.1 0.0 -0.1
H -0.76194 -1.20572 -1.91243 0.1 0.0 0.0
H 0.08083 -2.33420 -1.07230 0.0 0.1 -0.2
H 0.70418 -2.36992 2.65858 0.1 0.2 -0.5
H 0.36933 2.41034 0.39945 0.1 -0.1 0.1
H 1.48952 0.85827 -1.96994 -0.2 -0.2 0.1
```
Positions in Å, forces in eV/Å.

Output
spin multiplicity	1
ΔE to the lowest compared entry with this formula, charge and spin	0.604	eV
structure (SMILES)	CC[C@H](N)N(C)C(=O)O
orbital gap	9.7	eV
total charge	0
LUMO level	0.028	hartree
total energy	-12455.3786	eV

The molecule's Mulliken atomic charges, reported in e, are given here:
1. O -0.48
2. O -0.63
3. N 0.27
4. N -0.66
5. C -0.39
6. C -1.03
7. C -1.05
8. C 0.54
9. C -0.54
10. H 0.38
11. H 0.37
12. H 0.49
13. H 0.26
14. H 0.34
15. H 0.28
16. H 0.28
17. H 0.29
18. H 0.32
19. H 0.35
20. H 0.22
21. H 0.41


No. 5
Below is a molecular structure, C5H12N2O2 at a distorted geometry, with properties calculated with ωB97M-V/def2-TZVPD.

```
21
Properties=species:S:1:pos:R:3:forces:R:3
O 2.66331 -1.26011 -0.57617 -1.8 0.4 -1.1
O -2.36066 0.25112 0.36472 1.0 0.0 -0.6
N 0.46403 -0.47896 0.91521 -5.3 2.7 -0.1
N 2.17743 -0.22306 -0.27068 2.1 1.9 1.0
C 0.68469 1.85076 -0.05868 -0.2 -0.4 0.2
C -0.11454 -0.05680 -1.60464 -0.8 -0.1 -0.1
C 0.43170 0.36695 -0.26572 4.1 -2.5 -1.8
C -1.26944 0.29695 1.18589 1.1 -1.8 2.8
C 0.19795 -1.90245 0.76074 -0.1 -0.4 -0.2
H 1.30787 2.24622 -0.86311 0.0 -0.2 0.0
H -1.44001 -0.41394 1.98511 -0.4 0.2 0.2
H -0.60456 -2.14637 0.05700 0.0 0.1 0.0
H 1.20318 2.01280 0.88830 0.0 -0.1 -0.1
H 0.65442 -0.55432 -2.20998 -0.1 0.0 0.1
H -0.06937 -2.31849 1.73574 -0.1 0.2 0.0
H 1.08582 -2.45672 0.42937 -0.1 0.3 0.1
H -1.01223 1.27326 1.58078 0.2 0.0 -0.3
H -0.97896 -0.72416 -1.55610 0.1 -0.1 0.1
H -0.23459 2.45464 -0.05390 0.1 -0.2 0.0
H -0.46745 0.81454 -2.16125 0.1 0.1 0.0
H -2.31857 0.96811 -0.28261 0.0 -0.1 0.0
```
Positions in Å, forces in eV/Å.

Output
spin multiplicity	1
ΔE to the lowest compared entry with this formula, charge and spin	7.886	eV
orbital gap (spin up / spin down)	7.1 / 7.2	eV
total charge	0
LUMO level (spin up / spin down)	0.018 / 0.017	hartree
total energy	-12448.0961	eV

The molecule's Mulliken atomic charges, reported in e, are given here:
1. O -0.35
2. O -0.47
3. N -0.48
4. N -0.19
5. C -1.66
6. C -1.53
7. C 1.57
8. C -0.49
9. C -0.93
10. H 0.43
11. H 0.42
12. H 0.30
13. H 0.40
14. H 0.38
15. H 0.38
16. H 0.34
17. H 0.38
18. H 0.36
19. H 0.37
20. H 0.39
21. H 0.38


No. 6
Below is 2 unconnected molecules or ions with the total composition C5H12N2O2 at a distorted geometry, with properties calculated with ωB97M-V/def2-TZVPD.

```
21
Properties=species:S:1:pos:R:3:forces:R:3
O 1.54930 1.46100 -0.80827 -0.1 0.0 0.2
O 0.22455 -0.11877 -2.52926 -0.4 -0.2 1.0
N 2.56890 -0.69572 -0.65866 -0.3 -0.2 -0.4
N 0.96647 0.05304 0.92609 0.7 0.0 0.3
C 1.37737 0.11303 -0.46089 -0.5 0.4 0.6
C -1.80172 0.47384 -0.59088 -0.9 0.8 1.8
C 0.27938 -0.49973 -1.36580 2.0 -0.6 -1.7
C -1.54364 0.54205 0.74197 -1.0 0.0 -1.3
C -1.95302 -0.51466 1.71471 0.2 -0.1 0.1
H -2.44892 -0.30567 -0.96323 0.3 -0.4 -0.2
H 2.72730 -0.83940 -1.65200 0.1 0.1 0.0
H -1.17388 1.46526 1.16939 0.2 -0.1 -0.1
H -1.10460 -0.81798 2.33398 -0.1 0.0 0.0
H -2.33978 -1.40273 1.21037 0.0 0.1 0.0
H 1.35059 0.84046 1.44351 0.0 -0.2 -0.1
H -1.76615 1.37283 -1.18861 0.4 0.0 -0.2
H 1.27214 -0.82225 1.34216 0.1 0.3 -0.1
H 0.03778 -1.53907 -1.08314 -0.7 0.2 0.1
H 3.37910 -0.20716 -0.28559 -0.2 0.0 0.0
H 1.13192 1.56744 -1.67514 0.0 0.0 -0.2
H -2.73310 -0.12581 2.37928 0.1 0.0 -0.1
```
Positions in Å, forces in eV/Å.

Output
spin multiplicity	1
ΔE to the lowest compared entry with this formula, charge and spin	2.806	eV
structure (SMILES)	NC(N)(O)C=O.C=CC
orbital gap	9.7	eV
total charge	0
LUMO level	0.030	hartree
total energy	-12453.1765	eV

The molecule's Mulliken atomic charges, reported in e, are given here:
1. O -0.60
2. O -0.54
3. N -0.67
4. N -0.51
5. C 0.85
6. C -1.18
7. C -0.38
8. C 0.51
9. C -1.12
10. H 0.34
11. H 0.27
12. H 0.31
13. H 0.25
14. H 0.31
15. H 0.20
16. H 0.31
17. H 0.26
18. H 0.39
19. H 0.26
20. H 0.41
21. H 0.33


Which of these has the highest ΔE to the lowest compared entry with this formula, charge and spin?
number 5